Molecular formula: C3H11NO3
Method: DFT, the ωB97M-V functional and the def2-TZVPD basis

Values from the calculation:
LUMO energy   0.0310 hartree
HOMO level   -0.3402 Ha
Largest force on an atom   1.69 eV/Å
Net charge   0
Energy   -401.36618 hartree
Gap between HOMO and LUMO   10.10 eV
SMILES string   C[C@@H](N)C=O.O.O

```
18
Properties=species:S:1:pos:R:3:forces:R:3
O 0.7226 -0.1546 1.6663 -0.11 -0.05 0.25
C 0.9648 -1.0894 0.9418 0.51 0.38 -0.49
C 0.0605 -1.5483 -0.1864 -1.06 0.42 0.45
C -1.4208 -1.2737 0.1592 -0.46 -1.63 -0.12
N 0.4177 -0.8274 -1.4071 0.84 -0.04 0.14
H 1.9837 -1.5254 0.9882 -0.12 -0.24 -0.03
H 0.1832 -2.6167 -0.3337 0.25 -0.13 -0.12
H -1.8833 -0.5081 -0.4311 0.14 0.61 -0.36
H -1.5958 -1.0573 1.2001 0.19 0.23 0.40
H -2.0280 -2.1862 -0.0414 0.45 0.50 0.00
H 0.4880 0.1813 -1.2272 -0.51 -0.24 -0.14
H 1.3597 -1.0598 -1.7127 -0.06 -0.36 -0.06
H 0.0599 2.3422 -0.6215 0.09 0.16 0.17
H -0.2718 2.2588 -2.1370 0.16 -0.12 0.22
O 0.3456 1.9485 -1.4612 -0.16 0.49 -0.31
H 0.4829 3.0055 1.8910 -0.07 0.17 -0.16
H 0.1667 1.6019 1.4635 0.01 -0.98 0.15
O -0.0356 2.5088 1.2494 -0.08 0.83 0.02
```
Forces are in eV/Å.

natural (NBO) atomic charge list, values in e, 5 entries: atom 1 (O): -0.586, atom 2 (C): 0.458, atom 3 (C): -0.165, atom 4 (C): -0.622, atom 5 (N): -0.817

---

Molecular formula: C8H13BO
Method: DFT, the ωB97M-V functional and the def2-TZVPD basis

Values from the calculation:
LUMO energy   0.0261 hartree
HOMO level   -0.3058 Ha
Largest force on an atom   4.85 eV/Å
Net charge   0
Energy   -412.70415 hartree
Gap between HOMO and LUMO   9.03 eV
SMILES string   CB(O)[C@H]1C=CC=C[C@@H]1C

```
23
Properties=species:S:1:pos:R:3:forces:R:3
B 1.7295 -0.0373 0.0632 -0.55 0.56 0.73
C -0.8467 -2.0299 -0.3070 -0.59 -2.26 0.82
C -0.1607 -1.2486 -1.1033 0.92 0.24 -1.26
C -1.2783 -1.5897 1.0024 -1.24 2.55 0.42
C 0.2387 0.0966 -0.6603 1.61 -1.32 2.26
C -1.2890 -0.2625 1.2592 -1.43 1.47 1.40
C -0.7540 0.7896 0.2889 1.82 0.34 -0.21
C 2.7162 1.2316 0.1708 0.69 -1.90 1.20
C -1.8632 1.4091 -0.5057 -2.79 -2.80 2.80
O 2.1437 -1.2545 0.5405 2.65 3.66 0.53
H -1.1299 -3.0518 -0.5400 0.24 0.04 -0.37
H 0.2920 -1.5796 -2.0576 -0.68 -0.03 0.52
H -1.9301 -2.1469 1.6617 0.42 -0.67 -0.11
H 0.4052 0.6222 -1.5255 0.30 1.97 -2.00
H -1.9598 0.1985 2.1261 1.70 -1.28 -1.63
H -0.1920 1.6492 0.7807 -0.66 -1.19 -0.05
H 2.4471 2.1724 0.6490 -0.52 -0.18 -0.07
H 2.7966 1.4049 -0.8973 0.89 0.42 -0.30
H 3.6754 0.8708 0.7093 -1.24 0.68 -1.36
H -2.5840 1.7609 0.2926 -0.06 -0.65 -1.11
H -2.2749 0.6581 -1.2077 -0.34 0.22 0.68
H -1.7333 2.2329 -1.0571 1.58 3.19 -2.03
H 1.5516 -1.8959 0.3169 -2.72 -3.08 -0.86
```
Forces are in eV/Å.

natural (NBO) atomic charge list, values in e, 5 entries: atom 1 (B): 1.009, atom 2 (C): -0.284, atom 3 (C): -0.146, atom 4 (C): -0.266, atom 5 (C): -0.600